No. 1
Here is C4H5N3O in the gas phase from OMol25. Energies are from ωB97M-V/def2-TZVPD.

The calculation puts the energy above the lowest of the compared OMol25 structures with the same formula, charge and spin at 115.3 kcal/mol. The structure (SMILES) is N#CC1=NNC[C@H]1O. The HOMO-LUMO gap is 0.3333 Eh. Its HOMO energy is -9.0 eV. Its LUMO energy is 0.093 eV.

Last column: Mulliken charge in e.
Positions of all 13 atoms, in Å:
N  1.337  -0.326  -3.193  -0.460
C  0.560  -0.580  -2.263  0.074
C  0.043  -0.286  -0.951  0.226
N  -1.236  -0.196  -0.941  -0.511
N  -1.563  0.302  0.338  -0.079
C  -0.541  0.594  1.206  -0.611
C  0.766  0.093  0.457  0.445
O  1.256  -1.101  0.983  -0.541
H  -2.498  0.874  0.248  0.320
H  -0.692  1.645  1.575  0.320
H  -0.436  -0.237  2.078  0.175
H  1.535  0.923  0.403  0.258
H  1.468  -1.707  0.060  0.385


No. 2
Here is a molecular structure, C4H5N3O from OMol25. Energies are from ωB97M-V/def2-TZVPD.

The calculation puts the energy above the lowest of the compared OMol25 structures with the same formula, charge and spin at 198.1 kcal/mol. The HOMO-LUMO gap is 0.3877 Eh. Its HOMO energy is -10.1 eV. Its LUMO energy is 0.468 eV.

Last column: Mulliken charge in e.
Positions of all 13 atoms, in Å:
C  -1.341  -1.107  -0.118  -0.043
C  0.140  -0.678  0.377  0.183
C  1.512  0.957  -0.179  -0.506
C  0.025  0.598  -0.311  0.048
H  -1.163  1.278  1.329  0.397
H  -1.490  -2.149  -0.675  0.319
H  -0.045  -0.476  1.602  0.216
H  2.312  1.690  -0.228  0.398
H  0.147  0.434  -1.402  0.277
N  -1.248  1.226  0.025  -0.402
N  -2.177  -0.227  -0.249  -0.312
N  2.125  -0.178  -0.063  -0.326
O  1.202  -1.368  -0.108  -0.247


No. 3
Here is a molecular structure, C4H5N3O from OMol25. Energies are from ωB97M-V/def2-TZVPD.

The calculation puts the energy above the lowest of the compared OMol25 structures with the same formula, charge and spin at 206.8 kcal/mol. The HOMO-LUMO gap is 0.3319 Eh. Its HOMO energy is -8.6 eV. Its LUMO energy is 0.402 eV.

Last column: Mulliken charge in e.
Positions of all 13 atoms, in Å:
C  0.897  0.932  0.632  -0.382
C  1.201  -0.610  -0.248  -0.374
C  -0.182  -0.694  -0.652  0.089
C  -1.156  0.174  -0.208  0.434
H  1.492  0.892  1.867  0.229
H  1.429  2.015  0.361  0.249
H  1.041  -1.812  0.498  0.214
H  2.149  -0.489  -0.852  0.315
H  -0.957  1.397  1.813  0.322
N  -0.859  -1.635  -1.446  -0.405
N  -2.087  -1.242  -1.456  -0.175
N  -0.650  1.251  0.572  -0.464
O  -2.317  -0.179  -0.881  -0.053


No. 4
Here is C4H5N3O in the gas phase from OMol25. Energies are from ωB97M-V/def2-TZVPD.

The calculation puts the energy above the lowest of the compared OMol25 structures with the same formula, charge and spin at 121.1 kcal/mol. The structure (SMILES) is O=c1nc2n([nH]1)CC2. The HOMO-LUMO gap is 0.3324 Eh. Its HOMO energy is -9.0 eV. Its LUMO energy is 0.039 eV.

Last column: Mulliken charge in e.
Positions of all 13 atoms, in Å:
O  3.156  -0.214  0.090  -0.626
C  1.913  -0.308  0.002  0.423
N  1.063  -1.373  -0.148  -0.495
C  -0.037  -0.906  -0.569  0.468
N  0.023  0.628  -0.593  -0.035
N  1.223  0.868  -0.178  -0.207
C  -1.149  0.716  0.179  -0.580
C  -1.477  -0.908  0.041  -0.428
H  1.628  1.859  -0.463  0.300
H  -0.936  0.868  1.101  0.373
H  -1.920  1.632  0.152  0.263
H  -1.153  -1.504  1.008  0.270
H  -2.334  -1.357  -0.624  0.274